53
Properties=species:S:1:pos:R:3:lowdin_charge:R:1 method="wB97M-V/def2-TZVPD" charge=0 de_lowest_ev=0.000 gap_ev=4.3 total_energy_ha=-1390.8934
C 2.273 -3.441 0.836 -0.10
C 2.647 -2.019 1.241 -0.22
C 1.471 -1.088 1.401 -0.16
O 0.971 -0.667 0.107 0.00
N -0.369 -0.821 -0.017 -0.02
C -1.003 -2.033 -0.187 0.08
C -2.333 -1.761 -0.262 -0.10
C -3.378 -2.797 -0.408 -0.15
C -4.648 -2.581 -0.942 -0.03
C -5.565 -3.624 -1.024 -0.06
C -5.242 -4.904 -0.598 -0.06
C -3.981 -5.131 -0.060 -0.06
C -3.069 -4.088 0.039 -0.03
N -2.465 -0.374 -0.149 0.03
C -3.707 0.381 -0.178 0.04
C -1.249 0.161 0.010 -0.16
C -0.873 1.580 0.224 -0.13
N -0.902 1.869 1.677 0.06
H 3.092 -4.110 1.087 0.07
H 2.159 -3.518 -0.242 0.07
H 1.398 -3.817 1.363 0.07
H 3.158 -2.030 2.201 0.12
H 3.345 -1.592 0.524 0.12
H 1.789 -0.192 1.931 0.13
H 0.700 -1.564 2.006 0.13
H -0.470 -2.958 -0.246 0.14
H -4.944 -1.609 -1.289 0.09
H -6.548 -3.438 -1.430 0.11
H -5.946 -5.718 -0.647 0.11
H -3.688 -6.108 0.288 0.11
H -2.116 -4.307 0.493 0.11
H -4.319 0.100 -1.018 0.08
H -4.239 0.236 0.756 0.12
H -3.482 1.436 -0.269 0.10
H 0.135 1.700 -0.167 0.11
H -1.549 2.227 -0.325 0.12
H -1.527 2.637 1.876 0.08
H -1.225 1.058 2.186 0.07
C 3.872 2.506 -0.150 -0.08
C 2.682 3.453 -0.009 -0.33
O 2.987 4.800 0.171 -0.12
C 3.281 5.586 -1.055 -0.53
O 2.419 5.418 -2.006 -0.17
C 4.744 5.353 -1.543 -0.55
F 5.636 5.203 -0.518 0.09
F 5.172 6.428 -2.236 0.11
F 4.925 4.291 -2.353 0.10
H 4.665 2.779 0.546 0.08
H 3.557 1.475 0.055 0.05
H 4.283 2.521 -1.155 0.06
H 2.148 3.168 0.911 0.10
H 1.970 3.319 -0.837 0.10
H 3.358 6.606 -0.608 0.14

57
Properties=species:S:1:pos:R:3:lowdin_charge:R:1 method="wB97M-V/def2-TZVPD" charge=+1 gap_ev=8.8 total_energy_ha=-1867.6186
C 4.064 -1.928 1.174 0.05
C 3.056 -1.038 1.123 -0.15
C 2.203 -0.553 2.292 -0.08
C 0.813 -0.338 1.816 -0.18
N 0.460 0.598 0.919 0.07
C 1.334 1.597 0.281 -0.07
C 2.129 2.423 1.321 -0.11
C 3.651 2.250 1.251 -0.20
F 4.241 3.494 1.179 -0.03
C -0.905 0.488 0.693 -0.13
C -1.744 1.312 -0.227 -0.08
C -2.741 2.229 0.547 -0.06
C -4.179 1.838 0.335 -0.53
O -4.669 1.635 -0.724 0.16
O -4.919 1.763 1.490 0.08
C -1.395 -0.515 1.477 -0.25
N -2.709 -0.969 1.566 0.16
N -0.302 -1.000 2.192 0.05
P -0.510 -2.268 3.368 0.46
N -0.995 -1.627 4.676 -0.12
O -1.481 -3.310 2.680 -0.10
O 0.845 -3.042 3.518 -0.09
H 4.049 -2.735 0.450 0.07
H 4.928 -1.870 1.827 0.07
H 2.797 -0.656 0.141 0.08
H 2.298 -1.296 3.066 0.10
H 2.576 0.378 2.718 0.10
H 0.684 2.306 -0.215 0.11
H 1.954 1.169 -0.503 0.12
H 1.914 3.483 1.231 0.13
H 1.770 2.110 2.298 0.11
H 4.064 1.775 2.141 0.12
H 3.937 1.634 0.399 0.12
H -1.112 1.984 -0.798 0.11
H -2.249 0.690 -0.965 0.13
H -2.543 2.119 1.610 0.12
H -2.586 3.274 0.297 0.13
H -5.083 0.834 1.690 0.11
H -3.205 -0.563 0.779 0.09
H -2.770 -1.971 1.409 0.09
H -1.901 -1.938 4.997 0.00
H -2.237 -3.464 3.262 0.11
H 1.318 -2.692 4.287 0.10
C -1.778 -0.441 -5.742 -0.05
C -1.899 -1.236 -4.609 -0.06
C -0.853 -1.318 -3.705 -0.01
C 0.301 -0.595 -3.951 -0.16
C 0.442 0.196 -5.077 0.00
C -0.608 0.270 -5.977 -0.05
N 1.403 -0.659 -2.984 -0.35
O 1.264 -1.368 -2.002 0.05
O 2.392 0.008 -3.203 0.08
H -2.598 -0.376 -6.444 0.11
H -2.809 -1.791 -4.431 0.11
H -0.941 -1.937 -2.824 0.11
H 1.352 0.750 -5.255 0.12
H -0.516 0.885 -6.861 0.11

51
Properties=species:S:1:pos:R:3:lowdin_charge:R:1 method="wB97M-V/def2-TZVPD" charge=-1 de_lowest_ev=0.000 gap_ev=7.2 total_energy_ha=-4739.4127
Pd 0.072 -1.319 1.003 0.28
S -4.095 -2.904 1.425 -0.19
Sb -2.019 -2.915 2.275 -0.04
S -1.493 -0.009 2.319 0.05
S -0.367 -3.580 0.756 0.09
S -1.460 -3.338 4.395 -0.22
C -0.003 3.866 1.251 -0.12
C 0.784 3.711 -0.045 -0.28
C 0.164 2.717 -1.026 -0.30
C 0.086 1.289 -0.452 -0.36
Ge -1.698 0.821 0.263 0.46
C -2.575 -0.354 -1.033 -0.36
C -3.270 0.354 -2.206 -0.29
C -4.777 0.511 -2.008 -0.28
C -5.183 1.363 -0.812 -0.13
H 0.466 4.598 1.910 0.07
H -0.068 2.924 1.800 0.05
H -1.025 4.194 1.051 0.07
H 1.801 3.378 0.187 0.11
H 0.879 4.686 -0.534 0.10
H 0.756 2.713 -1.945 0.10
H -0.834 3.075 -1.304 0.08
H 0.848 1.174 0.329 0.05
H 0.321 0.541 -1.212 0.05
H -2.546 2.118 0.379 -0.02
H -3.274 -1.003 -0.501 0.00
H -1.782 -1.017 -1.394 0.05
H -3.118 -0.230 -3.119 0.10
H -2.823 1.337 -2.402 0.09
H -5.204 -0.490 -1.889 0.11
H -5.214 0.931 -2.920 0.10
H -4.875 0.902 0.128 0.06
H -6.266 1.490 -0.777 0.06
H -4.727 2.354 -0.858 0.06
C 5.342 -1.889 2.155 -0.10
C 4.120 -1.849 2.863 -0.08
C 2.930 -1.867 2.192 -0.04
C 2.891 -1.924 0.776 -0.18
C 1.669 -1.926 0.035 -0.34
C 1.692 -2.084 -1.323 -0.15
C 2.922 -2.162 -2.022 -0.09
C 4.104 -2.105 -1.346 -0.06
C 4.117 -1.992 0.069 -0.18
C 5.336 -1.965 0.791 -0.05
H 6.279 -1.871 2.696 0.09
H 4.126 -1.814 3.944 0.10
H 1.998 -1.863 2.746 0.10
H 0.760 -2.137 -1.873 0.09
H 2.916 -2.267 -3.100 0.10
H 5.047 -2.161 -1.876 0.10
H 6.267 -2.012 0.238 0.10

59
Properties=species:S:1:pos:R:3:lowdin_charge:R:1 method="wB97M-V/def2-TZVPD" charge=0 de_lowest_ev=0.000 gap_ev=7.2 total_energy_ha=-2674.1104
Pd 0.011 0.877 0.863 1.02
I -0.252 3.541 -0.241 1.09
C -2.314 3.966 0.073 -1.10
I -3.624 2.988 -1.261 0.80
H -2.423 5.035 -0.057 -0.03
H -2.521 3.637 1.084 -0.05
C 3.812 2.460 2.261 -0.18
Si 3.317 0.742 1.703 0.45
C 2.878 -0.321 3.169 -0.19
C 4.836 -0.057 0.944 -0.18
C 2.043 1.048 0.278 -0.35
Si 2.128 0.228 -1.461 0.43
C 0.900 0.964 -2.664 -0.21
C 1.897 -1.618 -1.376 -0.17
C 3.816 0.640 -2.172 -0.17
H 4.632 2.405 2.980 0.04
H 2.977 2.978 2.735 0.02
H 4.156 3.065 1.418 0.03
H 3.677 -0.179 3.904 0.04
H 2.855 -1.376 2.899 0.03
H 1.932 -0.056 3.631 0.01
H 5.548 -0.226 1.757 0.04
H 5.329 0.568 0.202 0.02
H 4.615 -1.027 0.495 0.03
H 2.103 2.136 0.145 -0.05
H -0.139 0.842 -2.363 -0.01
H 1.036 0.433 -3.612 0.04
H 1.093 2.021 -2.860 0.02
H 0.860 -1.882 -1.170 0.02
H 2.528 -2.083 -0.617 0.03
H 2.163 -2.051 -2.344 0.04
H 4.114 1.674 -1.986 0.04
H 3.747 0.511 -3.255 0.04
H 4.602 -0.017 -1.807 0.02
N -1.616 -4.353 -0.018 0.14
C -1.231 -3.648 0.810 -0.34
N -0.823 -2.872 1.824 0.14
C -0.125 -1.867 1.561 -0.29
N 0.593 -0.925 1.428 0.07
O -1.387 2.487 2.613 -0.06
C -0.306 2.295 3.130 -0.48
O 0.695 1.675 2.570 -0.24
H -0.117 2.565 4.178 0.15
O -2.215 -0.063 1.345 0.02
C -2.157 -0.310 0.139 -0.61
O -1.115 0.023 -0.570 -0.20
C -3.248 -1.026 -0.582 -0.15
C -3.103 -1.383 -1.918 0.01
C -4.122 -2.062 -2.563 0.02
C -5.265 -2.364 -1.846 -0.13
C -5.429 -2.025 -0.515 0.02
C -4.403 -1.348 0.120 0.02
N -6.361 -3.083 -2.533 -0.35
O -6.201 -3.366 -3.704 0.08
O -7.345 -3.365 -1.881 0.08
H -2.191 -1.136 -2.442 0.12
H -4.043 -2.362 -3.596 0.12
H -6.339 -2.293 -0.001 0.12
H -4.481 -1.064 1.160 0.13

49
Properties=species:S:1:pos:R:3:lowdin_charge:R:1 method="wB97M-V/def2-TZVPD" smiles="CCC(C)(C)c1ccc(OCCN2C(=O)NC(C)(C)C2=O)cc1" charge=0 de_lowest_ev=0.310 gap_ev=8.9 total_energy_ha=-1036.7901
C -6.389 -1.807 0.357 -0.10
C -4.996 -1.207 0.508 -0.20
C -4.744 0.095 -0.284 -0.52
C -5.727 1.181 0.161 -0.06
C -4.935 -0.127 -1.792 -0.05
C -3.299 0.496 -0.015 -0.19
C -2.259 -0.260 -0.542 -0.03
C -0.930 0.048 -0.311 -0.01
C -0.600 1.143 0.476 -0.26
O 0.670 1.549 0.774 -0.04
C 1.749 0.803 0.265 -0.18
C 3.030 1.457 0.791 -0.08
N 4.204 0.782 0.293 0.07
C 5.022 1.323 -0.715 -0.49
O 4.855 2.386 -1.249 0.10
N 5.998 0.416 -0.935 0.15
C 5.900 -0.759 -0.099 -0.46
C 7.099 -0.893 0.842 0.00
C 5.692 -2.030 -0.922 0.00
C 4.635 -0.442 0.708 -0.39
O 4.120 -1.136 1.547 0.12
C -1.630 1.907 1.018 0.00
C -2.950 1.586 0.777 -0.02
H -6.604 -2.043 -0.682 0.07
H -7.155 -1.130 0.727 0.07
H -6.452 -2.729 0.932 0.07
H -4.812 -0.999 1.565 0.12
H -4.261 -1.951 0.194 0.11
H -5.729 1.293 1.242 0.09
H -5.471 2.135 -0.296 0.09
H -6.735 0.923 -0.153 0.08
H -4.422 -1.021 -2.134 0.08
H -4.545 0.726 -2.343 0.09
H -5.991 -0.232 -2.031 0.08
H -2.474 -1.122 -1.155 0.11
H -0.166 -0.575 -0.749 0.10
H 1.704 -0.239 0.611 0.13
H 1.751 0.820 -0.835 0.14
H 3.029 1.418 1.883 0.14
H 3.081 2.495 0.455 0.14
H 6.736 0.567 -1.600 0.16
H 6.898 -1.675 1.569 0.09
H 7.270 0.041 1.371 0.09
H 7.994 -1.150 0.279 0.08
H 5.439 -2.851 -0.256 0.09
H 6.598 -2.280 -1.469 0.08
H 4.879 -1.892 -1.631 0.09
H -1.370 2.755 1.632 0.12
H -3.708 2.207 1.224 0.10

51
Properties=species:S:1:pos:R:3:lowdin_charge:R:1 method="wB97M-V/def2-TZVPD" smiles="Cc1cc(S(=O)(=O)N2CCCCC2)ccc1OCC(=O)N1CCCC1" charge=0 de_lowest_ev=1.753 gap_ev=9.4 total_energy_ha=-1510.1650
C 2.739 2.181 1.744 -0.02
C 1.340 1.674 1.578 -0.18
C 0.807 0.713 2.417 -0.01
C -0.495 0.278 2.248 -0.28
S -1.189 -0.917 3.379 0.68
O -0.137 -1.444 4.208 -0.29
O -2.333 -0.346 4.028 -0.28
N -1.751 -2.081 2.303 -0.24
C -0.673 -2.844 1.715 -0.22
C -1.210 -3.666 0.546 -0.18
C -2.337 -4.577 1.026 -0.21
C -3.419 -3.738 1.701 -0.18
C -2.804 -2.923 2.835 -0.21
C -1.285 0.780 1.237 -0.04
C -0.771 1.737 0.378 0.02
C 0.532 2.195 0.551 -0.21
O 1.122 3.151 -0.219 -0.05
C 0.360 3.788 -1.220 -0.08
C -0.014 2.900 -2.415 -0.46
O -1.149 2.888 -2.858 0.06
N 0.971 2.166 -2.944 -0.04
C 2.367 2.122 -2.556 -0.14
C 3.060 1.540 -3.786 -0.16
C 2.014 0.566 -4.324 -0.16
C 0.707 1.319 -4.100 -0.13
H 3.328 1.971 0.852 0.08
H 3.214 1.717 2.603 0.08
H 2.729 3.261 1.878 0.09
H 1.389 0.290 3.221 0.12
H 0.084 -2.131 1.378 0.12
H -0.212 -3.503 2.466 0.13
H -1.593 -2.985 -0.216 0.12
H -0.400 -4.254 0.112 0.11
H -2.757 -5.131 0.185 0.11
H -1.939 -5.300 1.742 0.11
H -3.860 -3.056 0.972 0.12
H -4.208 -4.377 2.100 0.11
H -3.535 -2.259 3.297 0.11
H -2.407 -3.599 3.608 0.13
H -2.296 0.422 1.131 0.12
H -1.391 2.117 -0.418 0.11
H 0.987 4.612 -1.576 0.14
H -0.567 4.208 -0.811 0.14
H 2.736 3.113 -2.289 0.13
H 2.497 1.460 -1.692 0.12
H 4.003 1.057 -3.539 0.11
H 3.249 2.327 -4.516 0.12
H 2.169 0.315 -5.370 0.11
H 2.025 -0.354 -3.738 0.11
H -0.145 0.667 -3.897 0.13
H 0.448 1.951 -4.957 0.13

56
Properties=species:S:1:pos:R:3:lowdin_charge:R:1 method="wB97M-V/def2-TZVPD" charge=-2 gap_ev=4.2 total_energy_ha=-2050.1533
Cs -3.067 -1.787 1.069 0.68
N -7.463 0.051 3.233 0.05
C -5.990 0.062 3.438 -0.80
O -5.297 -0.081 2.326 -0.35
C -5.572 -0.547 4.759 -0.12
C -5.518 0.975 4.576 -0.13
H -7.578 0.378 2.280 0.04
H -7.907 0.734 3.839 0.03
H -4.626 -1.076 4.789 0.08
H -6.336 -0.949 5.417 0.07
H -4.535 1.419 4.462 0.07
H -6.222 1.585 5.140 0.06
C -4.806 2.345 -6.188 -0.11
C -3.807 2.747 -5.102 -0.26
C -3.197 1.550 -4.432 -0.66
N -3.872 0.668 -3.794 0.00
N -3.107 -0.336 -3.252 0.01
C -1.843 -0.192 -3.496 -0.72
N -0.879 -1.070 -3.113 0.09
S -1.486 1.226 -4.442 1.04
H -5.266 3.226 -6.641 0.06
H -5.590 1.723 -5.756 0.07
H -4.313 1.769 -6.974 0.07
H -4.314 3.339 -4.339 0.11
H -3.015 3.367 -5.523 0.09
H -1.145 -1.608 -2.293 0.07
H 0.034 -0.672 -2.953 0.06
Cl -2.827 -6.205 3.213 0.08
C -2.790 -5.542 1.451 -0.68
H -3.600 -6.108 0.972 -0.14
H -1.860 -5.975 1.061 -0.13
C 7.230 -0.629 1.290 -0.06
C 6.288 0.580 1.177 -0.57
C 6.085 1.152 2.581 -0.08
C 6.960 1.660 0.318 -0.06
C 4.969 0.144 0.531 -0.19
C 4.987 -0.403 -0.752 -0.07
C 3.824 -0.835 -1.394 0.00
C 2.632 -0.708 -0.718 -0.26
O 1.371 -1.041 -1.101 -0.02
B 0.434 -0.706 -0.016 -0.33
O 1.312 -0.142 1.000 0.02
C 2.595 -0.165 0.555 -0.24
C 3.739 0.263 1.195 0.05
H 8.168 -0.339 1.774 0.08
H 7.466 -1.041 0.308 0.07
H 6.765 -1.419 1.882 0.09
H 7.053 1.441 3.000 0.08
H 5.634 0.415 3.249 0.09
H 5.445 2.036 2.564 0.08
H 7.908 1.971 0.768 0.08
H 6.313 2.535 0.231 0.09
H 7.166 1.294 -0.689 0.07
H 5.930 -0.503 -1.279 0.09
H 3.862 -1.260 -2.390 0.11
H 3.658 0.684 2.189 0.11

56
Properties=species:S:1:pos:R:3:lowdin_charge:R:1 method="wB97M-V/def2-TZVPD" charge=+1 de_lowest_ev=0.000 gap_ev=8.9 total_energy_ha=-1971.0559
Ba 0.341 1.457 -0.183 1.67
P 2.156 -1.074 -0.624 0.73
C 2.425 -1.525 -2.413 -0.30
C 1.107 -1.759 -3.117 -0.33
N -0.001 -1.156 -2.653 0.08
C -1.164 -1.446 -3.254 -0.33
C -1.245 -2.262 -4.387 -0.02
C -0.088 -2.829 -4.918 -0.03
C 1.109 -2.579 -4.253 -0.02
C -2.453 -0.873 -2.716 -0.28
P -2.123 0.591 -1.644 0.68
H 2.058 -2.998 -4.579 0.12
H -2.229 -2.411 -4.823 0.12
H -0.125 -3.440 -5.813 0.12
H -3.113 -0.541 -3.528 0.10
H -2.976 -1.600 -2.080 0.10
H 2.964 -0.678 -2.858 0.10
H 3.051 -2.428 -2.428 0.09
H 1.717 3.970 -3.244 0.04
O 2.211 3.252 -3.696 -0.09
H 2.523 3.686 -4.517 0.06
H -1.312 4.693 -0.951 0.03
O -0.925 5.186 -1.700 -0.08
H -1.318 6.076 -1.599 0.06
C -2.392 1.873 -2.918 -0.28
H -3.402 1.724 -3.334 0.06
H -2.298 2.888 -2.501 0.03
H -1.641 1.792 -3.715 0.06
C -3.691 0.738 -0.757 -0.28
H -3.645 1.624 -0.115 0.05
H -4.522 0.814 -1.470 0.06
H -3.816 -0.124 -0.099 0.05
C 2.343 -2.755 0.064 -0.27
H 3.311 -3.195 -0.246 0.06
H 2.292 -2.701 1.165 0.05
H 1.513 -3.402 -0.262 0.05
C 3.862 -0.513 -0.273 -0.30
H 3.931 -0.274 0.790 0.04
H 4.581 -1.312 -0.522 0.06
H 4.092 0.393 -0.833 0.04
O -0.849 2.025 2.130 -0.21
C -0.482 0.892 2.591 -0.64
O -0.060 -0.051 1.809 -0.32
C -0.413 0.547 4.079 -0.11
C 0.249 -0.645 4.475 0.00
C 0.431 -0.977 5.817 0.02
C -0.049 -0.131 6.844 -0.15
C -0.709 1.069 6.473 0.03
C -0.880 1.397 5.109 0.00
N 0.119 -0.513 8.200 -0.32
O 0.703 -1.598 8.421 0.06
O -0.317 0.227 9.106 0.08
H 0.646 -1.308 3.716 0.11
H 0.955 -1.899 6.094 0.12
H -1.076 1.740 7.272 0.13
H -1.375 2.342 4.873 0.12

What is the charge in the third record? -1